# 1
{
  "formula": "C36H67N9O4PS",
  "method": "ωB97M-V/def2-TZVPD",
  "homo_energy_ev": -4.728,
  "spin_multiplicity": 1,
  "homo_lumo_gap_ha": 0.2419,
  "total_charge": -1,
  "lumo_energy_ha": 0.068,
  "elements": ["C", "C", "S", "C", "N", "O", "C", "C", "C", "C", "C", "N", "C", "C", "C", "O", "P", "N", "C", "O", "O", "H", "H", "H", "H", "H", "H", "H", "H", "H", "H", "H", "H", "H", "H", "H", "H", "H", "H", "H", "H", "H", "H", "H", "H", "H", "C", "C", "C", "C", "N", "H", "H", "H", "H", "H", "H", "H", "C", "C", "C", "C", "N", "H", "H", "H", "H", "H", "H", "H", "C", "C", "C", "C", "N", "H", "H", "H", "H", "H", "H", "H", "C", "C", "C", "C", "N", "H", "H", "H", "H", "H", "H", "H", "C", "C", "C", "C", "N", "H", "H", "H", "H", "H", "H", "H", "C", "C", "C", "C", "N", "H", "H", "H", "H", "H", "H", "H"],
  "coordinates": [[1.9045, -3.1115, 0.2327], [1.4941, -2.6997, -1.2166], [2.4573, -1.3272, -1.9529], [3.1510, -0.3231, -0.5829], [2.1617, 0.0907, 0.4018], [2.7652, 0.4330, 1.6066], [1.1348, 1.0412, -0.0585], [0.7280, 1.9478, 1.1539], [-0.5055, 2.8673, 0.8263], [-1.8819, 2.2398, 1.2805], [-2.8100, 1.9682, 0.0373], [-4.1777, 2.5032, 0.2077], [-4.7866, 2.9096, -1.0720], [-5.0134, 1.6755, 0.9840], [-4.7283, 0.1927, 1.2967], [-6.0387, 2.1573, 1.4236], [1.5245, 2.0622, -1.5719], [2.7713, 3.0224, -1.2589], [-0.1487, 0.1917, -0.4120], [-0.6209, -0.6111, 0.4043], [-0.7129, 0.3837, -1.5310], [1.0057, -2.9794, 0.8721], [2.1712, -4.1930, 0.2430], [2.7706, -2.5798, 0.6369], [1.6737, -3.5828, -1.8706], [0.4217, -2.4555, -1.3311], [3.8455, -1.0081, -0.0435], [3.8186, 0.4925, -0.9581], [2.5227, -0.2795, 2.2159], [1.5504, 2.6344, 1.4386], [0.4212, 1.3257, 2.0159], [-0.5310, 3.2431, -0.2099], [-0.3807, 3.7691, 1.4698], [-2.3988, 2.9628, 1.9486], [-1.7217, 1.2813, 1.8145], [-2.3726, 2.5168, -0.8232], [-2.7758, 0.8985, -0.2636], [-4.2925, 2.4030, -1.9337], [-5.8765, 2.7247, -1.1197], [-4.5690, 3.9874, -1.2086], [-4.3070, -0.3170, 0.4059], [-5.6965, -0.2871, 1.5406], [-4.0601, 0.0492, 2.1699], [0.4372, 2.8939, -1.9651], [1.8691, 1.2867, -2.7047], [2.4809, 4.0001, -1.3472], [-5.2790, 4.4512, -5.6650], [-3.7862, 4.4586, -5.9778], [-2.9360, 3.8992, -4.8337], [-3.1227, 4.7135, -3.6131], [-3.2668, 5.3368, -2.6665], [-5.5129, 5.0876, -4.8096], [-5.8476, 4.8295, -6.5161], [-5.6294, 3.4400, -5.4460], [-3.4745, 5.4819, -6.2030], [-3.6067, 3.8634, -6.8763], [-1.8797, 3.9112, -5.1065], [-3.2164, 2.8669, -4.6163], [6.0043, -6.8088, 1.5833], [4.9744, -6.4320, 2.6429], [3.8645, -5.5263, 2.1029], [4.4312, -4.2597, 1.5946], [4.8829, -3.2852, 1.2074], [6.5282, -5.9303, 1.2021], [6.7561, -7.4770, 2.0060], [5.5316, -7.3196, 0.7402], [5.4843, -5.9369, 3.4722], [4.5244, -7.3422, 3.0415], [3.1483, -5.2972, 2.8945], [3.3261, -6.0213, 1.2918], [-10.5755, -0.0318, -0.5993], [-9.1630, 0.3579, -0.1754], [-8.7850, 1.7805, -0.5940], [-8.8417, 1.9095, -2.0679], [-8.8853, 2.0044, -3.2064], [-10.6848, -0.0260, -1.6856], [-10.8115, -1.0403, -0.2548], [-11.3149, 0.6528, -0.1760], [-8.4539, -0.3534, -0.6059], [-9.0809, 0.2761, 0.9104], [-7.7740, 2.0135, -0.2551], [-9.4672, 2.5061, -0.1474], [-0.2583, -7.4245, 5.4204], [0.3676, -7.2538, 4.0409], [1.5227, -8.2274, 3.7860], [2.6026, -8.0124, 4.7751], [3.4363, -7.8438, 5.5380], [0.4597, -7.2157, 6.2157], [-1.0925, -6.7332, 5.5466], [-0.6362, -8.4408, 5.5567], [0.7221, -6.2255, 3.9358], [-0.3997, -7.4076, 3.2792], [1.9283, -8.0763, 2.7838], [1.1772, -9.2603, 3.8587], [6.4465, -1.3572, 3.1099], [7.2147, -0.2045, 3.7464], [8.7338, -0.3699, 3.6407], [9.1671, -1.6040, 4.3343], [9.5018, -2.5558, 4.8710], [6.6556, -2.3053, 3.6101], [5.3728, -1.1827, 3.1816], [6.7011, -1.4633, 2.0546], [6.9257, -0.1200, 4.7973], [6.9252, 0.7285, 3.2579], [9.2385, 0.4838, 4.0957], [9.0403, -0.4262, 2.5947], [2.5555, 7.2715, -5.1944], [2.0563, 5.8491, -4.9640], [1.3399, 5.6788, -3.6222], [2.2593, 5.9938, -2.5083], [2.9704, 6.2428, -1.6495], [3.2954, 7.5624, -4.4466], [3.0327, 7.3533, -6.1727], [1.7305, 7.9876, -5.1584], [2.9033, 5.1613, -5.0184], [1.3695, 5.5774, -5.7697], [0.9915, 4.6506, -3.5099], [0.4725, 6.3397, -3.5635]]
}

# 2
{
  "formula": "C28H44O24",
  "method": "ωB97M-V/def2-TZVPD",
  "homo_energy_ev": -9.955,
  "spin_multiplicity": 1,
  "homo_lumo_gap_ha": 0.3701,
  "e_above_lowest_kj_mol": 0.0,
  "lumo_energy_ha": 0.004,
  "elements": ["C", "C", "O", "C", "O", "O", "H", "H", "H", "H", "C", "C", "O", "C", "O", "O", "H", "H", "H", "H", "C", "C", "O", "C", "O", "O", "H", "H", "H", "H", "C", "C", "O", "C", "O", "O", "H", "H", "H", "H", "C", "C", "C", "O", "C", "O", "O", "H", "H", "H", "H", "H", "H", "C", "C", "C", "O", "C", "O", "O", "H", "H", "H", "H", "H", "H", "C", "C", "O", "C", "O", "O", "C", "H", "H", "H", "H", "H", "H", "H", "H", "C", "C", "O", "C", "O", "O", "C", "H", "H", "H", "H", "H", "H", "H", "H"],
  "coordinates": [[-0.9848, 4.0375, 4.3948], [-1.3625, 2.5589, 4.3355], [-0.1946, 1.9069, 3.8426], [0.8516, 2.7842, 3.8658], [1.9855, 2.4997, 3.6964], [0.4002, 4.0455, 4.0288], [-1.1081, 4.5112, 5.3637], [-1.5312, 4.5091, 3.5790], [-2.1610, 2.4376, 3.6030], [-1.6241, 2.0955, 5.2874], [0.6101, 1.1486, 0.6083], [0.8776, -0.1103, 1.4396], [0.3748, -1.1535, 0.5778], [0.1439, -0.6456, -0.6907], [0.0561, -1.3004, -1.6822], [0.2727, 0.6703, -0.6678], [1.4783, 1.8035, 0.5575], [-0.1919, 1.7160, 1.0846], [0.1793, -0.2513, 2.2658], [1.9082, -0.2177, 1.7735], [-1.7777, 1.5482, -3.6231], [-2.8520, 0.6772, -2.9909], [-3.5620, 0.0971, -4.0770], [-2.6523, 0.0409, -5.0803], [-2.7734, -0.6557, -6.0399], [-1.6086, 0.8495, -4.8597], [-0.8356, 1.6265, -3.0848], [-2.1016, 2.5894, -3.7184], [-3.5144, 1.0662, -2.2173], [-2.3808, -0.1610, -2.4561], [-1.4356, -3.3379, -4.3507], [-0.0331, -3.9473, -4.3925], [-0.2395, -5.1821, -3.7321], [-1.5289, -5.4910, -3.6312], [-1.9826, -6.5298, -3.2726], [-2.2857, -4.4310, -4.0468], [-1.6146, -2.8606, -5.3165], [-1.6469, -2.5720, -3.5986], [0.5457, -3.3038, -3.7305], [0.2532, -4.0383, -5.4357], [4.3425, 3.4138, 1.2265], [5.1356, 2.6193, 2.2160], [4.9561, 2.8266, 3.7251], [4.7374, 1.5029, 4.2329], [4.5551, 0.6338, 3.2269], [4.2326, -0.5069, 3.3653], [4.6250, 1.2737, 2.0469], [4.6252, 3.0798, 0.2275], [4.4467, 4.4925, 1.3510], [3.2800, 3.1746, 1.2956], [6.2062, 2.6585, 1.9921], [4.1949, 3.5738, 3.9338], [5.9202, 3.0339, 4.1920], [3.1324, -3.5900, 0.1348], [3.7361, -2.1847, 0.3831], [5.0927, -1.8709, -0.2766], [4.7939, -0.6817, -1.0094], [3.5385, -0.2907, -0.8228], [3.0520, 0.6798, -1.3455], [2.8720, -1.1457, -0.0372], [3.9638, -4.2658, -0.0601], [2.3533, -3.6435, -0.6250], [2.6137, -3.8577, 1.0551], [3.8212, -2.1769, 1.4717], [5.2296, -2.6810, -1.0009], [5.9462, -1.9562, 0.3897], [-1.0376, 3.6890, -1.0854], [-1.7442, 4.0040, 0.2395], [-2.6730, 5.0405, -0.0631], [-3.1361, 5.7573, 0.9602], [-2.9299, 5.4884, 2.1199], [-3.8638, 6.7477, 0.5054], [-4.2392, 7.8011, 1.3616], [-0.4732, 4.5855, -1.3382], [-1.8284, 3.3954, -1.7654], [-0.2786, 2.9166, -1.0156], [-1.0896, 4.3294, 1.0499], [-2.2765, 3.1291, 0.6233], [-5.2646, 7.7126, 1.7160], [-4.2205, 8.7386, 0.7960], [-3.4415, 7.9500, 2.0922], [-5.1221, -6.5597, -0.7354], [-3.7229, -5.9492, -0.8424], [-2.9459, -6.3935, 0.2602], [-1.7332, -5.9220, 0.5139], [-1.1370, -6.1516, 1.5224], [-1.3017, -5.1596, -0.4856], [-0.0988, -4.4214, -0.2228], [-5.6526, -6.2192, 0.1497], [-5.0412, -7.6474, -0.6701], [-5.6890, -6.3890, -1.6493], [-3.8199, -4.8648, -0.7013], [-3.2306, -6.0616, -1.8087], [0.8202, -4.9761, -0.4124], [-0.0945, -4.1759, 0.8366], [-0.0913, -3.5357, -0.8487]]
}

# 3
{
  "formula": "C3H2O2Pb",
  "method": "ωB97M-V/def2-TZVPD",
  "homo_energy_ev": -7.914,
  "spin_multiplicity": 1,
  "homo_lumo_gap_ha": 0.2087,
  "e_above_lowest_kj_mol": 352.4,
  "lumo_energy_ha": -0.082,
  "elements": ["H", "O", "O", "C", "C", "C", "H", "Pb"],
  "coordinates": [[1.9987, -0.4398, 0.9113], [-0.5297, -0.8147, -0.4946], [-0.2868, 1.2520, -0.7105], [-1.0891, -0.1954, 0.6523], [-1.2428, 1.1347, 0.3508], [0.2281, 0.0846, -1.0559], [-1.7673, -0.8465, 1.1994], [2.6889, -0.1748, -0.8528]]
}

# 4
{
  "formula": "C2H6NS",
  "method": "ωB97M-V/def2-TZVPD",
  "homo_energy_ev": -2.623,
  "spin_multiplicity": 1,
  "homo_lumo_gap_ha": 0.2488,
  "total_charge": -1,
  "e_above_lowest_kj_mol": 179.2,
  "lumo_energy_ha": 0.152,
  "elements": ["S", "H", "C", "C", "N", "H", "H", "H", "H", "H"],
  "coordinates": [[-2.9286, -0.7640, 0.4981], [-2.8461, 0.0607, -0.4772], [0.9729, 1.0009, -0.3251], [0.4463, -1.1446, 0.4734], [1.3687, -0.2206, 0.2863], [0.6539, 1.7607, 0.5410], [1.8137, 1.4579, -0.8790], [0.1025, 0.6582, -0.9408], [0.9293, -2.1144, 0.5469], [-0.5126, -0.6949, 0.2765]]
}